Record 1
Formula: C19H25N3O3S
Source: the OMol25 dataset
Level of theory: ωB97M-V/def2-TZVPD

Geometry as XYZ:
```
51
Properties=species:S:1:pos:R:3
C -5.84 -2.52 0.24
H -4.99 -3.11 -0.40
O -5.14 -1.48 0.98
C -4.64 -0.52 0.32
C -3.33 -1.04 -0.48
N -2.37 0.01 0.06
C -1.20 -0.43 0.67
N -0.16 0.49 0.71
C -0.32 1.84 0.53
C 0.82 2.62 0.96
C 0.60 4.22 0.76
C -0.61 4.65 0.08
C -1.52 3.54 -0.26
C -1.42 2.43 0.11
C -2.55 1.44 -0.40
O -3.66 1.78 -0.64
H -2.42 3.94 -0.53
H -0.62 5.56 0.10
H 1.58 4.79 0.94
H 1.65 2.29 1.51
S -0.86 -2.03 0.60
C 0.85 -1.82 1.16
C 1.61 -1.08 -0.13
O 1.01 -1.13 -1.10
N 2.79 -0.42 -0.20
C 3.70 -0.66 1.21
H 3.12 -1.40 2.02
C 4.97 -1.22 0.85
C 5.58 -0.68 -0.13
C 4.77 -0.57 -1.38
C 3.44 0.25 -1.09
H 2.69 0.14 -2.00
H 3.65 1.21 -0.68
H 5.19 -0.08 -2.26
H 4.48 -1.59 -1.84
H 6.61 -0.97 -0.47
H 5.96 0.36 -0.07
H 5.56 -1.41 2.05
H 4.70 -2.36 0.59
H 3.72 0.47 1.67
H 1.18 -1.46 2.10
H 1.19 -2.87 1.32
C -3.54 -1.04 -1.82
H -4.21 -1.91 -2.09
H -3.87 0.01 -2.35
H -2.32 -1.33 -2.26
H -2.97 -1.93 0.15
H -5.24 -0.19 -0.35
H -4.49 0.34 1.03
H -6.70 -1.98 -0.52
H -6.43 -3.14 0.75
```

LUMO (eV): 0.1850
Charge: 0
HOMO-LUMO gap (eV): 7.71
Highest occupied orbital energy (eV): -7.53
Energy (Ha): -1526.61350
M (g/mol): 375.49



Record 2
Formula: C28H59N7O9PS3
Source: the OMol25 dataset
Level of theory: ωB97M-V/def2-TZVPD

Geometry as XYZ:
```
107
Properties=species:S:1:pos:R:3
C -7.47 -1.50 1.48
C -7.13 0.01 1.06
C -6.67 0.08 -0.47
C -5.20 0.75 -0.53
C -4.69 1.01 -2.02
C -3.94 -0.22 -2.70
N -2.62 -0.55 -2.04
C -1.49 0.10 -2.39
N -1.63 1.13 -3.36
C -0.39 1.87 -3.71
C -0.32 1.94 -5.33
C -1.20 3.23 -5.75
S -0.14 4.74 -5.65
O 1.26 4.45 -5.29
O -0.18 5.45 -6.94
O -0.73 5.72 -4.42
N -0.30 -0.34 -1.72
C 0.31 0.63 -0.79
C 1.07 -0.04 0.47
C 0.56 0.69 1.80
S 1.27 2.39 2.00
O 0.75 3.23 0.89
O 2.77 2.39 2.09
O 0.60 3.05 3.39
C 0.66 -1.13 -2.55
C 0.17 -1.53 -4.00
O -0.85 -2.54 -4.05
C 1.47 -2.15 -4.76
N 1.94 -3.44 -4.16
P -2.50 -1.80 -0.77
O -1.44 -3.04 -1.19
O -1.87 -1.14 0.68
S -4.19 -2.60 -0.31
H -6.59 -2.16 1.19
H -7.58 -1.51 2.62
H -8.46 -1.87 1.06
H -6.29 0.35 1.76
H -8.00 0.71 1.28
H -6.73 -0.91 -1.02
H -7.34 0.83 -1.01
H -5.34 1.78 -0.06
H -4.45 0.21 0.13
H -5.63 1.24 -2.64
H -4.09 1.98 -2.01
H -3.81 -0.06 -3.83
H -4.66 -1.10 -2.64
H -2.29 1.85 -3.03
H -0.48 2.96 -3.37
H 0.58 1.43 -3.33
H 0.75 2.00 -5.71
H -0.81 1.03 -5.80
H -2.02 3.35 -4.96
H -1.74 3.10 -6.74
H -1.70 5.58 -4.36
H 1.08 1.31 -1.29
H -0.52 1.34 -0.44
H 0.81 -1.15 0.54
H 2.19 0.14 0.38
H 0.78 0.05 2.72
H -0.57 0.83 1.80
H -0.38 2.95 3.24
H 0.98 -2.04 -1.93
H 1.62 -0.51 -2.68
H -0.17 -0.67 -4.65
H -0.58 -3.35 -3.57
H 1.22 -2.28 -5.85
H 2.36 -1.44 -4.67
H 2.15 -3.33 -3.15
H 1.29 -4.21 -4.35
H -0.93 -3.25 -0.38
H -2.27 -0.24 0.70
C 6.39 -5.33 -6.25
C 5.34 -5.63 -7.31
C 4.46 -4.42 -7.65
C 3.66 -3.97 -6.51
N 3.02 -3.62 -5.60
H 5.93 -5.05 -5.30
H 7.01 -6.21 -6.08
H 7.05 -4.51 -6.57
H 4.71 -6.46 -6.98
H 5.85 -5.96 -8.23
H 3.80 -4.68 -8.48
H 5.09 -3.59 -8.00
C 3.63 2.75 4.86
C 2.68 2.30 5.97
C 3.40 1.87 7.25
C 4.23 0.69 7.04
N 4.90 -0.24 6.88
H 4.28 1.94 4.55
H 3.06 3.07 3.99
H 4.25 3.58 5.20
H 2.05 1.48 5.59
H 2.00 3.13 6.20
H 2.65 1.65 8.01
H 4.01 2.70 7.62
C 2.02 -0.30 10.69
C 2.06 1.09 11.30
C 0.92 1.34 12.30
C -0.39 1.30 11.66
N -1.43 1.26 11.16
H 1.11 -0.46 10.11
H 2.87 -0.43 10.01
H 2.08 -1.07 11.46
H 2.02 1.84 10.50
H 3.01 1.23 11.82
H 1.06 2.32 12.76
H 0.97 0.60 13.10
```

LUMO (eV): -4.1511
Charge: +1
HOMO-LUMO gap (eV): 4.69
Highest occupied orbital energy (eV): -8.85
Energy (Ha): -3698.14050
M (g/mol): 765.00